78
Properties=species:S:1:pos:R:3:forces:R:3 method="wB97M-V/def2-TZVPD" smiles="N=P(O)(O)N(O)C(=O)OC[C@@H]1CO1.CCOC(C)=O.CCOC(C)=O.CCOC(C)=O.CCOC(C)=O" e_lumo_ev=0.509 energy_ev=-62337.7898 gap_ha=0.35087
N -3.302 -1.022 -1.803 -0.0166 -0.2643 -0.4288
P -3.847 -1.452 -3.159 0.3597 -0.2962 0.2810
O -5.133 -2.420 -3.128 0.0232 0.1855 -0.0535
O -2.822 -2.213 -4.143 -0.1949 -0.0991 0.1874
N -4.447 -0.206 -4.154 -0.1922 0.3405 0.0077
O -4.040 1.098 -3.759 -0.1415 -0.1058 0.1651
C -5.847 -0.196 -4.454 0.0525 0.2482 -0.0655
O -6.299 -0.713 -5.436 -0.0339 -0.2232 0.2279
O -6.529 0.449 -3.511 0.2047 -0.1094 -0.1098
C -7.950 0.375 -3.595 -0.4153 0.0883 0.0185
C -8.454 -0.867 -2.906 -0.0264 -0.4951 -0.5798
C -9.448 -1.721 -3.572 0.1834 0.5502 0.3223
O -9.814 -0.809 -2.519 0.0605 -0.1025 -0.0383
H -2.325 -1.249 -1.659 0.0160 0.2581 0.1493
H -5.041 -3.177 -3.714 -0.0496 -0.0833 -0.0288
H -3.059 -2.086 -5.068 0.0520 0.0930 -0.1502
H -3.119 1.143 -4.038 0.0920 0.0179 -0.0941
H -8.287 0.413 -4.629 0.1139 0.1033 -0.0321
H -8.339 1.241 -3.072 0.1336 0.1187 0.0140
H -7.746 -1.342 -2.240 -0.0258 0.0654 0.4015
H -9.755 -1.401 -4.562 -0.1651 -0.2463 -0.0095
H -9.537 -2.763 -3.296 -0.0079 -0.0623 -0.1580
C 3.016 -1.465 0.336 -0.0327 0.0509 -0.1675
C 1.576 -1.919 0.273 0.0845 -0.0411 0.0941
O 0.800 -1.170 -0.675 -0.1045 -0.0620 0.0086
C 0.753 -1.476 -1.983 0.1011 0.0606 -0.0150
C 1.723 -2.486 -2.552 -0.1250 -0.1243 0.0378
O -0.034 -0.894 -2.680 -0.0296 -0.0087 -0.0262
H 3.529 -1.627 -0.613 -0.0002 -0.0355 0.0128
H 3.551 -2.005 1.116 -0.0096 0.0230 0.0391
H 3.069 -0.402 0.568 0.0099 -0.0072 0.0439
H 1.489 -2.987 0.071 -0.0067 0.0044 -0.0268
H 1.080 -1.736 1.225 -0.0120 0.0301 -0.0118
H 2.602 -1.950 -2.909 0.0156 0.0045 0.0073
H 1.241 -2.965 -3.400 0.0098 0.0668 -0.0424
H 2.042 -3.250 -1.849 0.0484 0.0381 0.0179
C 8.832 -0.655 0.693 -0.1289 -0.0561 -0.0242
C 8.274 -0.002 1.939 0.1668 0.0379 0.0357
O 6.857 -0.204 2.069 -0.0214 -0.0332 0.0632
C 6.341 -1.293 2.664 0.0165 0.0189 -0.0827
C 7.245 -2.449 3.030 0.0642 0.0901 0.1451
O 5.152 -1.337 2.846 0.0042 -0.0507 0.0519
H 8.715 -1.739 0.719 0.0383 -0.0050 0.0306
H 9.894 -0.428 0.600 0.0058 0.0121 0.0067
H 8.315 -0.284 -0.192 0.0238 0.0170 -0.0072
H 8.790 -0.322 2.843 0.0143 0.0165 -0.0189
H 8.391 1.079 1.882 -0.0547 0.0090 -0.0094
H 7.257 -3.150 2.195 0.0011 -0.0045 -0.0143
H 6.809 -2.949 3.891 -0.0740 -0.0406 -0.0522
H 8.265 -2.163 3.268 -0.0007 -0.0030 -0.0458
C -10.137 6.615 -1.896 0.0752 -0.0049 -0.0602
C -10.608 5.221 -2.257 -0.0366 0.0595 0.0559
O -9.896 4.679 -3.374 -0.0398 -0.0817 0.0051
C -8.714 4.039 -3.245 0.1033 0.1023 0.0029
C -7.973 4.087 -1.928 -0.1118 -0.1531 0.0531
O -8.256 3.487 -4.207 -0.0335 0.0105 -0.0332
H -9.096 6.617 -1.572 -0.0117 -0.0130 0.0341
H -10.747 7.020 -1.089 -0.0140 -0.0003 -0.0006
H -10.221 7.273 -2.761 -0.0214 0.0074 0.0071
H -10.561 4.541 -1.406 0.0227 -0.0063 -0.0028
H -11.645 5.247 -2.587 0.0060 0.0009 -0.0201
H -7.289 4.935 -1.956 0.0027 0.0154 0.0042
H -7.381 3.178 -1.842 0.0629 0.0343 -0.0619
H -8.610 4.177 -1.053 0.0047 0.0598 -0.0032
C 7.809 -1.313 7.358 0.0065 0.0865 -0.0592
C 8.958 -1.890 6.560 -0.0735 -0.0404 0.0842
O 9.326 -1.053 5.456 0.0952 -0.0660 -0.0064
C 10.187 -0.016 5.572 -0.1757 0.0504 -0.0352
C 10.631 0.442 6.940 0.1382 -0.1373 -0.0178
O 10.521 0.545 4.566 0.0679 0.0287 -0.0126
H 8.079 -0.365 7.824 0.0195 -0.0193 0.0270
H 7.513 -2.008 8.144 -0.0029 -0.0132 -0.0033
H 6.952 -1.136 6.709 -0.0138 -0.0205 0.0056
H 9.827 -2.103 7.183 0.0094 0.0229 -0.0056
H 8.662 -2.830 6.096 -0.0014 0.0070 -0.0209
H 9.947 1.222 7.275 -0.0150 0.0013 0.0074
H 11.623 0.875 6.839 -0.0323 0.0670 -0.0326
H 10.663 -0.342 7.690 -0.0571 0.0127 0.0125

16
Properties=species:S:1:pos:R:3:forces:R:3 method="wB97M-V/def2-TZVPD" de_lowest_kcal_mol=52.62 charge=+1 e_lumo_ev=-4.287 energy_ev=-19574.9729 gap_ha=0.37604
C 2.978 -0.692 -0.233 -3.5860 2.4432 0.9957
C 0.899 0.519 0.167 0.9693 -1.9856 0.4762
C -0.330 1.191 0.491 -3.9807 -2.0478 -0.1769
C -1.634 0.602 -0.411 3.5723 0.1755 2.0421
N 1.963 -1.447 -0.011 1.3054 -1.5603 -0.2082
N 0.827 -0.832 0.219 -0.5843 2.1987 0.0609
N -1.695 -0.802 -0.172 2.1413 -0.9430 -1.4977
S 2.502 1.090 -0.120 -0.6990 -2.1449 -0.1161
H 3.952 -1.010 -0.172 2.1785 -0.6471 -0.4557
H -0.733 1.001 1.495 0.8552 -0.3036 0.0955
H -0.328 2.201 0.440 0.3141 3.2539 -0.5722
H -1.393 0.836 -1.395 0.1342 0.0538 -1.8688
H -2.513 1.059 -0.133 -1.7184 1.4436 0.7578
H -1.912 -1.340 -0.980 -0.0727 -0.3735 -0.8927
H -2.271 -1.139 0.511 -2.1834 -0.3675 2.4022
H -0.314 -1.236 0.304 1.3544 0.8048 -1.0419

77
Properties=species:S:1:pos:R:3:forces:R:3 method="wB97M-V/def2-TZVPD" e_lumo_ev=-1.529 energy_ev=-71671.8043 gap_ha=0.25266
C 3.204 -1.973 0.164 0.0915 0.5613 -0.3285
C 4.510 -2.279 -0.525 -0.0190 0.1694 0.1424
O 4.646 -1.744 -1.832 -0.0205 -0.0867 -0.2134
C 4.543 -0.353 -1.962 0.1989 -0.0788 -0.0144
C 3.239 0.113 -2.632 -0.2349 -0.2550 0.1753
O 2.288 -0.928 -2.598 -0.0556 -0.2582 0.1293
C 0.999 -0.622 -3.075 0.0968 -0.0612 -0.0082
C -0.041 -0.793 -2.001 0.0698 0.4519 0.0097
C -0.531 -2.023 -1.737 -0.1890 -0.1858 0.2513
C -0.118 -3.320 -2.340 0.1791 -0.2051 0.0461
C 0.326 -4.351 -1.296 0.0590 0.2710 0.5698
N 1.248 -3.758 -0.323 -1.1074 -1.1064 -0.4560
N -1.522 -2.148 -0.794 -0.0740 0.0668 0.1017
C -2.077 -1.165 -0.096 0.3118 -0.3495 0.1657
C -3.190 -1.544 0.794 -0.2316 0.1026 -0.6031
C -4.520 -1.288 0.027 -0.0099 0.1795 0.0403
C -5.440 -0.221 0.608 -0.1348 0.5334 -0.5670
N -5.517 0.987 -0.255 0.1209 -0.1953 0.0129
C -1.587 0.129 -0.314 0.2221 0.3097 -0.0565
C -2.138 1.230 0.379 0.0283 0.1157 -0.0173
C -1.725 2.496 0.099 -0.0445 -0.2317 0.0997
C -0.734 2.734 -0.875 0.0988 -0.3419 -0.1115
C -0.380 4.148 -1.208 0.0862 0.1946 -0.0275
C 0.456 4.852 -0.143 0.3176 -0.0299 0.1854
C 1.885 4.308 -0.001 -0.3023 -0.0783 -0.1887
C 2.084 3.448 1.231 -0.0770 0.0829 0.0277
S 2.421 4.513 2.663 0.1591 0.3006 -0.0353
C 3.052 3.277 3.693 -0.3861 -0.2998 -0.1253
N 2.780 2.020 3.648 0.1932 -0.2368 0.0450
N 3.560 1.430 4.649 -0.1564 -0.0343 -0.0921
C 4.195 2.388 5.207 -0.0773 -0.5344 -0.0155
O 3.936 3.589 4.655 0.2255 0.6143 0.2244
C -0.145 1.661 -1.511 -0.3095 0.1695 0.1727
C -0.559 0.331 -1.268 -0.0902 0.1304 -0.1240
H 3.095 -0.927 0.413 0.1415 0.4770 0.1626
H 3.160 -2.530 1.094 -0.0117 -0.1181 0.2774
H 2.367 -2.274 -0.460 0.5886 0.4076 0.2216
H 5.352 -1.962 0.096 0.1873 0.0515 0.0158
H 4.583 -3.352 -0.659 0.1613 -0.2501 -0.0953
H 5.368 -0.037 -2.597 0.1406 0.1085 -0.0629
H 4.669 0.160 -1.011 -0.0152 -0.0600 0.2946
H 2.840 0.965 -2.080 0.0299 0.3542 -0.0497
H 3.444 0.398 -3.662 -0.0881 0.1418 -0.2311
H 0.777 -1.309 -3.886 -0.0669 -0.0482 -0.2279
H 0.929 0.378 -3.490 0.1337 0.1766 -0.1185
H 0.708 -3.158 -3.015 0.0696 0.0543 -0.2392
H -0.970 -3.736 -2.875 -0.0242 -0.0500 -0.3239
H 0.847 -5.145 -1.812 -0.0459 -0.2510 -0.1544
H -0.547 -4.785 -0.808 -0.1745 -0.2623 -0.0189
H 1.909 -4.447 0.003 0.1486 -0.0699 -0.0039
H 0.758 -3.440 0.503 -0.0445 0.1315 0.0705
H -1.880 -3.078 -0.618 -0.0469 -0.0644 0.0270
H -3.120 -2.604 0.999 -0.0318 -0.1140 0.4129
H -3.162 -0.999 1.727 -0.0638 -0.0380 0.2850
H -4.287 -0.974 -0.991 0.0152 -0.1228 -0.2697
H -5.045 -2.231 -0.055 -0.0629 -0.1937 0.1337
H -6.438 -0.636 0.660 -0.1954 -0.0928 0.2920
H -5.138 0.050 1.609 -0.0091 -0.1075 0.2814
H -4.773 1.012 -0.937 0.0845 0.0297 -0.0198
H -5.447 1.829 0.295 -0.0807 0.1266 0.0394
H -2.913 1.075 1.110 -0.1075 -0.1149 0.1024
H -2.185 3.320 0.622 -0.0174 0.2140 0.0254
H -1.300 4.713 -1.335 -0.2264 0.0333 -0.0444
H 0.144 4.200 -2.159 0.1040 -0.0897 -0.1648
H -0.037 4.761 0.822 -0.2006 0.1232 0.1582
H 0.500 5.909 -0.381 -0.1208 0.1972 -0.0597
H 2.126 3.695 -0.867 0.0553 -0.0744 -0.1792
H 2.593 5.131 -0.006 0.2051 0.0901 0.0196
H 1.201 2.858 1.447 -0.1368 -0.1939 -0.0031
H 2.919 2.774 1.117 0.2617 -0.1388 0.0430
H 4.877 2.307 6.028 0.1555 0.1924 0.1499
H 0.597 1.869 -2.260 0.1990 -0.0021 -0.1283
O -5.469 -1.543 3.198 0.0802 -0.0033 0.0465
Cl -5.544 -2.991 3.289 -0.0239 0.0459 0.0734
O -5.236 -3.409 4.627 -0.0248 -0.0193 -0.0245
O -4.562 -3.549 2.370 0.0890 -0.1660 -0.1232
O -6.857 -3.428 2.903 0.0306 0.0052 -0.0052